{
  "formula": "C3H13NO2S",
  "method": "the ωB97M-V functional and the def2-TZVPD basis",
  "multiplicity": 1,
  "de_lowest_ev": 0.705,
  "homo_lumo_gap_ev": 9.3,
  "smiles": "NCCCS.O.O",
  "symbols": ["S", "O", "O", "N", "C", "C", "C", "H", "H", "H", "H", "H", "H", "H", "H", "H", "H", "H", "H", "H"],
  "positions_angstrom": [[3.07, 2.96, 1.89], [-3.73, -3.55, 1.45], [-1.42, -4.08, -3.14], [0.31, -0.11, -1.29], [1.42, 1.39, 0.33], [1.54, 2.78, 0.91], [0.26, 1.21, -0.64], [0.68, 3.01, 1.53], [-4.03, -3.37, 2.34], [1.02, -0.75, -0.96], [-2.88, -3.12, 1.39], [-1.10, -3.19, -2.93], [1.58, 3.56, 0.16], [0.24, 1.95, -1.43], [-0.66, 1.28, -0.05], [1.34, 0.65, 1.12], [-0.57, -0.58, -1.24], [2.38, 1.11, -0.14], [2.54, 3.15, 3.10], [-1.99, -4.30, -2.41]],
  "lowdin_charge": [0.691, -0.063, -0.059, -0.018, -0.309, -0.571, -0.286, 0.076, 0.035, 0.055, 0.028, 0.027, 0.060, 0.101, 0.111, 0.103, 0.047, 0.105, -0.163, 0.030]
}

=====

{
  "formula": "C4H8N2O",
  "method": "the ωB97M-V functional and the def2-TZVPD basis",
  "multiplicity": 1,
  "de_lowest_ev": 1.727,
  "homo_lumo_gap_ev": 10.3,
  "smiles": "NC(=O)CN1CC1",
  "symbols": ["O", "N", "N", "C", "C", "C", "C", "H", "H", "H", "H", "H", "H", "H", "H"],
  "positions_angstrom": [[-1.94, 1.78, 1.53], [-2.16, -0.19, 0.40], [0.42, -0.43, -0.03], [0.96, -0.62, -1.36], [-1.46, 0.88, 0.87], [1.81, -0.80, -0.15], [0.01, 0.88, 0.46], [2.57, -0.04, 0.04], [2.05, -1.79, 0.22], [0.15, 1.69, -0.28], [-3.09, -0.34, 0.75], [0.57, -1.48, -1.90], [0.59, 1.16, 1.35], [1.15, 0.26, -1.97], [-1.62, -0.98, 0.07]],
  "lowdin_charge": [0.035, 0.159, -0.157, -0.134, -0.534, -0.137, -0.106, 0.108, 0.102, 0.132, 0.110, 0.100, 0.130, 0.107, 0.086]
}

=====

{
  "formula": "C4H7NO2",
  "method": "the ωB97M-V functional and the def2-TZVPD basis",
  "multiplicity": 1,
  "de_lowest_ev": 2.997,
  "homo_lumo_gap_ev": 10.7,
  "symbols": ["O", "O", "N", "C", "C", "C", "C", "H", "H", "H", "H", "H", "H", "H"],
  "positions_angstrom": [[-0.11, 0.20, 0.59], [-1.87, -0.07, -0.62], [-2.66, 2.13, -0.86], [2.42, -2.04, 0.19], [-1.84, 1.31, -0.42], [-0.85, -0.71, -0.02], [-0.63, 1.54, 0.43], [-0.87, 1.95, 1.41], [-3.39, 1.68, -1.41], [0.12, 2.16, -0.06], [1.35, -2.19, 0.07], [2.61, -1.62, 1.18], [2.95, -2.99, 0.09], [2.78, -1.34, -0.57]],
  "lowdin_charge": [-0.051, 0.028, 0.186, -0.056, -0.402, -0.037, -0.063, 0.143, 0.078, 0.143, -0.016, 0.017, 0.014, 0.017]
}

=====

{
  "formula": "C11H41N12NbO6P",
  "method": "the ωB97M-V functional and the def2-TZVPD basis",
  "multiplicity": 1,
  "homo_lumo_gap_ev": 5.6,
  "charge": -1,
  "symbols": ["Nb", "P", "O", "O", "O", "O", "O", "O", "N", "N", "N", "N", "N", "N", "N", "N", "N", "N", "N", "N", "C", "C", "C", "C", "C", "C", "C", "C", "C", "C", "C", "H", "H", "H", "H", "H", "H", "H", "H", "H", "H", "H", "H", "H", "H", "H", "H", "H", "H", "H", "H", "H", "H", "H", "H", "H", "H", "H", "H", "H", "H", "H", "H", "H", "H", "H", "H", "H", "H", "H", "H", "H"],
  "positions_angstrom": [[-2.08, 2.52, -0.23], [-4.01, 3.31, 1.25], [-9.70, -0.94, 0.69], [6.56, -4.34, -4.82], [6.08, -1.07, -2.23], [2.07, -2.58, 4.71], [0.71, -0.19, 0.56], [4.31, -3.20, 2.08], [-9.40, 1.00, 1.83], [7.26, -3.62, -2.79], [0.24, -2.03, 5.92], [7.42, -5.85, -3.37], [2.34, -1.97, 6.87], [1.13, -2.40, 0.88], [4.26, 0.20, -2.64], [4.56, -4.54, 0.26], [4.83, -2.25, 0.10], [2.15, -0.82, 2.21], [-9.13, 0.93, -0.46], [6.24, 0.58, -3.77], [-2.39, 4.11, -1.85], [5.55, -0.15, -2.84], [7.05, -4.58, -3.73], [-3.93, 5.12, 1.69], [4.56, -3.32, 0.90], [1.58, -2.22, 5.76], [-5.72, 2.95, 0.61], [-4.55, 3.49, -3.06], [1.29, -1.06, 1.18], [-9.43, 0.25, 0.68], [-3.03, 3.55, -3.14], [5.83, 1.34, -4.29], [-4.88, 5.61, 1.46], [-5.74, 2.62, -0.42], [7.19, 0.34, -3.94], [-9.12, 0.40, -1.32], [3.81, 0.95, -3.12], [2.29, 0.14, 2.46], [-2.64, 2.56, -3.30], [-6.37, 3.80, 0.76], [-0.87, 3.62, 0.61], [-0.34, -2.18, 5.11], [-1.70, 1.14, 0.89], [3.33, -2.10, 6.78], [2.63, -1.54, 2.71], [4.34, -5.35, 0.81], [7.28, -6.58, -4.04], [3.73, -0.32, -1.96], [-0.75, 1.93, -1.34], [-5.00, 3.51, -4.06], [-2.73, 4.14, -4.01], [5.04, -2.30, -0.88], [-6.14, 2.15, 1.22], [7.66, -3.81, -1.89], [4.82, -1.35, 0.55], [-3.80, 5.20, 2.76], [4.75, -4.65, -0.72], [0.50, -2.63, 0.14], [-0.19, -1.72, 6.77], [-4.95, 4.31, -2.48], [-9.61, 0.53, 2.69], [-2.93, 5.00, -1.51], [-4.83, 2.54, -2.61], [7.82, -6.08, -2.48], [-3.20, 1.38, -1.14], [-3.12, 5.64, 1.18], [6.99, -2.67, -3.01], [-9.17, 1.97, 1.84], [1.97, -1.67, 7.75], [-1.40, 4.46, -2.14], [-8.91, 1.90, -0.49], [1.60, -3.13, 1.38]],
  "lowdin_charge": [0.859, 0.571, 0.015, 0.018, -0.025, 0.027, -0.040, 0.007, 0.145, 0.156, 0.154, 0.135, 0.142, 0.149, 0.184, 0.148, 0.169, 0.153, 0.153, 0.160, -0.477, -0.641, -0.691, -0.416, -0.692, -0.675, -0.429, -0.163, -0.696, -0.690, -0.421, 0.098, 0.006, -0.019, 0.104, 0.102, 0.107, 0.099, 0.049, 0.005, -0.180, 0.108, -0.191, 0.098, 0.045, 0.094, 0.095, 0.108, -0.152, 0.051, 0.074, 0.054, -0.010, 0.094, 0.103, -0.006, 0.084, 0.093, 0.088, 0.056, 0.097, 0.004, 0.027, 0.084, -0.153, -0.004, 0.060, 0.087, 0.085, -0.002, 0.089, 0.076]
}

=====

{
  "formula": "C3H3O2P",
  "method": "the ωB97M-V functional and the def2-TZVPD basis",
  "multiplicity": 1,
  "de_lowest_ev": 1.576,
  "homo_lumo_gap_ev": 9.1,
  "smiles": "O=C1OCC=P1",
  "symbols": ["P", "O", "O", "C", "C", "C", "H", "H", "H"],
  "positions_angstrom": [[1.34, -0.46, 1.33], [-0.05, -0.13, -1.27], [1.89, -1.31, -1.55], [-0.12, 0.40, 1.09], [-0.86, 0.31, -0.24], [1.12, -0.69, -0.91], [-0.47, 0.88, 1.94], [-1.10, 1.36, -0.49], [-1.75, -0.36, 0.10]],
  "lowdin_charge": [0.969, -0.030, 0.072, -0.479, -0.295, -0.529, 0.001, 0.129, 0.162]
}

=====

{
  "formula": "C6H8FeINO",
  "method": "the ωB97M-V functional and the def2-TZVPD basis",
  "multiplicity": 6,
  "homo_lumo_gap_ev": [8.5, 6.8],
  "charge": 1,
  "symbols": ["I", "Fe", "O", "N", "C", "C", "C", "C", "C", "C", "H", "H", "H", "H", "H", "H", "H", "H"],
  "positions_angstrom": [[-0.98, -0.65, -3.24], [-2.01, 0.56, -1.10], [-2.24, -1.12, -0.27], [-0.26, 0.69, -0.33], [1.16, -0.63, 1.10], [1.93, 1.49, 0.28], [0.72, 1.62, -0.38], [-1.11, -1.50, 0.49], [2.15, 0.34, 1.03], [-0.03, -0.43, 0.41], [1.32, -1.53, 1.69], [-1.42, -1.64, 1.53], [0.50, 2.49, -0.98], [-2.98, -1.77, -0.26], [-1.80, 2.06, -1.85], [3.09, 0.21, 1.56], [-0.73, -2.45, 0.10], [2.69, 2.26, 0.21]],
  "lowdin_spin": [0.514, 4.062, 0.072, 0.123, 0.002, 0.004, 0.022, 0.009, 0.009, 0.022, 0.001, 0.001, 0.005, 0.004, 0.148, 0.000, 0.001, 0.001]
}

=====

Repeat the sixth record exactly.
{
  "formula": "C6H8FeINO",
  "method": "the ωB97M-V functional and the def2-TZVPD basis",
  "multiplicity": 6,
  "homo_lumo_gap_ev": [8.5, 6.8],
  "charge": 1,
  "symbols": ["I", "Fe", "O", "N", "C", "C", "C", "C", "C", "C", "H", "H", "H", "H", "H", "H", "H", "H"],
  "positions_angstrom": [[-0.98, -0.65, -3.24], [-2.01, 0.56, -1.10], [-2.24, -1.12, -0.27], [-0.26, 0.69, -0.33], [1.16, -0.63, 1.10], [1.93, 1.49, 0.28], [0.72, 1.62, -0.38], [-1.11, -1.50, 0.49], [2.15, 0.34, 1.03], [-0.03, -0.43, 0.41], [1.32, -1.53, 1.69], [-1.42, -1.64, 1.53], [0.50, 2.49, -0.98], [-2.98, -1.77, -0.26], [-1.80, 2.06, -1.85], [3.09, 0.21, 1.56], [-0.73, -2.45, 0.10], [2.69, 2.26, 0.21]],
  "lowdin_spin": [0.514, 4.062, 0.072, 0.123, 0.002, 0.004, 0.022, 0.009, 0.009, 0.022, 0.001, 0.001, 0.005, 0.004, 0.148, 0.000, 0.001, 0.001]
}

=====

- Which formula does entry 3 have?
  C4H7NO2

=====

- Number 6 is which compound?
  C6H8FeINO